Entry 1:
Density functional theory data (ωB97M-V/def2-TZVPD) for a single C19H21ClN2O molecule at a distorted geometry.

As for the SMILES: O=C(CCN1CCN(c2ccccc2)CC1)c1ccc(Cl)cc1.

Geometry (Å):
O 3.566 -3.058 0.965
C 3.419 -2.076 0.227
C 1.989 -1.843 -0.497
C 1.040 -0.895 -0.007
N 0.251 -0.180 -0.773
C -0.135 0.990 -0.432
C -1.439 1.007 0.506
N -2.347 0.435 -0.321
C -3.805 0.586 0.238
C -4.711 -0.515 0.274
C -6.107 -0.165 0.827
C -6.469 1.150 0.808
C -5.656 2.136 0.685
C -4.274 2.015 -0.046
C -2.005 -0.891 -0.676
C -0.795 -0.919 -1.636
C 4.373 -0.833 0.143
C 5.414 -1.027 0.941
C 6.319 -0.157 0.815
C 6.031 1.040 0.208
Cl 7.187 2.604 0.162
C 4.868 1.091 -0.479
C 4.005 0.218 -0.762
H 2.078 -1.669 -1.530
H 1.434 -3.049 -0.523
H 0.483 -1.458 1.013
H 1.522 -0.084 0.909
H 0.611 1.740 0.038
H -0.560 1.826 -1.298
H -1.720 2.067 0.506
H -1.125 0.570 1.630
H -4.290 -1.573 0.404
H -6.732 -1.128 0.972
H -7.460 1.388 0.964
H -5.938 2.920 0.559
H -3.536 2.702 -0.024
H -2.835 -1.553 -1.203
H -1.758 -1.420 0.298
H -0.379 -1.852 -1.748
H -1.057 -0.498 -2.453
H 5.517 -2.049 1.476
H 7.070 0.055 1.484
H 4.852 2.039 -1.280
H 3.102 0.312 -1.364


Entry 2:
Density functional theory data (ωB97M-V/def2-TZVPD) for a single C19H21ClN2O6S molecule.

As for the SMILES: O=C(COC(=O)c1ccc(Cl)c(S(=O)(=O)N2CCCCC2)c1)NCc1ccco1.

Geometry (Å):
O -3.993 -2.506 0.508
C -3.682 -1.432 0.044
C -2.656 -1.309 -1.100
O -1.481 -0.600 -0.722
C -1.489 0.727 -0.817
O -2.456 1.372 -1.162
C -0.184 1.334 -0.462
C 0.000 2.700 -0.682
C 1.198 3.303 -0.363
C 2.231 2.545 0.188
Cl 3.710 3.314 0.572
C 2.048 1.188 0.421
S 3.285 0.075 1.134
O 4.291 0.830 1.821
O 2.565 -0.916 1.872
N 3.838 -0.621 -0.279
C 4.895 0.110 -0.948
C 6.269 -0.177 -0.342
C 6.530 -1.681 -0.330
C 5.402 -2.392 0.415
C 4.061 -2.054 -0.232
C 0.848 0.587 0.095
N -4.172 -0.251 0.455
C -5.185 -0.157 1.491
C -6.506 0.246 0.924
C -7.473 -0.474 0.285
C -8.485 0.450 -0.069
C -8.057 1.661 0.377
O -6.860 1.550 0.976
H -3.130 -0.812 -1.954
H -2.323 -2.311 -1.373
H -0.812 3.272 -1.105
H 1.352 4.356 -0.533
H 4.657 1.171 -0.874
H 4.875 -0.178 -2.004
H 7.036 0.342 -0.920
H 6.283 0.207 0.679
H 7.488 -1.890 0.149
H 6.577 -2.053 -1.358
H 5.554 -3.472 0.403
H 5.378 -2.055 1.454
H 3.237 -2.482 0.338
H 4.023 -2.428 -1.261
H 0.729 -0.464 0.303
H -3.932 0.594 -0.050
H -4.870 0.580 2.236
H -5.257 -1.147 1.948
H -7.460 -1.528 0.099
H -9.401 0.237 -0.581
H -8.495 2.638 0.334


Entry 3:
Density functional theory data (ωB97M-V/def2-TZVPD) for a gas-phase ion, C19H21F2 (charge +1) at a distorted geometry.

As for the charge: +1.

Geometry (Å):
C 5.257 2.787 -1.686
C 4.417 2.280 -0.518
C 3.241 1.408 -1.030
C 2.247 0.833 0.034
C 1.269 -0.300 -0.375
C -0.122 -0.261 -0.760
H 6.106 3.385 -1.353
H 5.656 1.958 -2.279
H 4.664 3.405 -2.363
H 5.058 1.706 0.162
H 4.048 3.140 0.056
H 2.657 2.045 -1.712
H 3.701 0.612 -1.638
H 2.883 0.392 0.830
H 1.702 1.684 0.477
H 1.776 -1.269 -0.521
H -0.334 -0.470 -1.862
H -0.620 0.596 -0.299
F -0.124 -0.418 4.240
C -0.410 -1.371 3.300
C -0.130 -2.708 3.550
C -0.488 -3.651 2.576
C -1.046 -3.236 1.345
C -1.249 -1.863 1.108
C -1.492 -1.207 -0.246
C -2.877 -0.593 -0.554
C -3.548 -0.862 -1.761
C -4.475 0.077 -2.246
C -4.718 1.262 -1.538
C -4.191 1.375 -0.254
F -4.384 2.534 0.443
C -3.387 0.389 0.309
C -0.978 -0.940 2.108
H 0.242 -2.985 4.535
H -0.218 -4.704 2.757
H -1.150 -3.995 0.562
H -1.373 -2.003 -0.983
H -3.254 -1.660 -2.440
H -4.908 -0.022 -3.253
H -5.402 2.027 -1.891
H -2.997 0.506 1.322
H -1.051 0.119 1.848


no.,frontier orbital gap (eV),E_tot (a.u.)
1,7.7,-1381.0060
2,8.4,-2155.9535
3,5.7,-935.9353